The following is a quantum chemistry calculation of a molecular structure, C2H6IN2 at a distorted geometry, from the OMol25 dataset.

The geometry in ORCA input format:
```
! wB97M-V def2-TZVPD RIJCOSX def2/J DEFGRID3
* xyz 1 1
C -0.184 0.163 1.349
C -0.250 1.030 0.327
N 0.683 -1.533 -0.952
N -0.710 0.837 -0.906
I 1.982 -1.468 0.363
H -0.078 0.501 2.331
H -0.600 -0.809 1.469
H 0.144 1.976 0.516
H -0.837 1.597 -1.526
H 0.711 -2.100 -1.782
H -0.861 -0.194 -1.188
*
```

Summary:
Maximum force (eV/A): 3.43
Frontier orbital gap (alpha / beta) (eV): 7.325 / 6.942
ΔE to the lowest compared entry with this formula, charge and spin (kcal/mol): 102.14
DFT total energy (Ha): -486.5913
E_HOMO (alpha / beta) (eV): -13.173 / -13.826